{"formula": "C29H38Cl2N3O3SZn", "method": "ωB97M-V with the def2-TZVPD basis set", "symbols": ["O", "C", "C", "C", "H", "C", "H", "C", "H", "C", "H", "C", "H", "H", "C", "C", "H", "H", "H", "C", "C", "H", "H", "H", "H", "Zn", "Cl", "Cl", "H", "H", "C", "C", "N", "H", "C", "O", "H", "H", "H", "H", "H", "H", "C", "C", "N", "H", "C", "O", "H", "H", "H", "H", "N", "S", "C", "C", "C", "C", "C", "C", "C", "C", "C", "C", "C", "C", "H", "H", "H", "H", "H", "H", "H", "H", "H", "H", "H"], "xyz": [[-0.2925, 0.4734, -2.5401], [-0.0408, 1.5171, -3.1241], [-0.8620, 2.1101, -4.1550], [-1.8087, 1.3107, -4.8402], [-1.7851, 0.2242, -4.6787], [-2.7109, 1.9588, -5.6813], [-3.4657, 1.3828, -6.2164], [-2.7010, 3.3538, -5.8429], [-3.4648, 3.8707, -6.4287], [-1.7159, 4.1214, -5.2163], [-1.6850, 5.2047, -5.3456], [-0.7911, 3.5033, -4.3865], [-0.0015, 4.0790, -3.8992], [0.8157, 2.7039, -2.8356], [2.4350, 1.2193, -3.6973], [1.7484, 2.0622, -2.6448], [3.5201, 1.1411, -3.4637], [2.3109, 1.6207, -4.7178], [2.0566, 0.1732, -3.7239], [2.2454, 2.2304, -1.4005], [3.5899, 1.7218, -0.9989], [1.6362, 2.7778, -0.6641], [4.3252, 2.0895, -1.7412], [3.6244, 0.6083, -0.9357], [3.8667, 2.1018, -0.0065], [-1.1805, -0.5592, -0.9563], [-1.4461, -2.2861, -2.3656], [-1.2031, 1.5304, 0.1182], [-5.2190, 0.0980, -0.3195], [-5.1291, -2.1402, -0.8195], [-4.1440, 0.1425, -0.5677], [-4.0445, -2.2792, -0.6797], [-3.4785, -1.0697, -0.0716], [-3.6634, 1.0071, -0.1068], [-3.3132, -1.1531, 1.3221], [-3.3662, -0.2123, 2.1052], [-3.8348, -3.1300, -0.0226], [-3.1510, -2.2055, 1.6458], [-4.0223, 0.1811, -1.6610], [-3.5452, -2.4555, -1.6455], [1.0748, 3.5783, 5.3405], [-1.4394, 3.5196, 4.1258], [1.4534, 3.6536, 4.3117], [-0.8071, 3.7153, 3.2412], [0.5045, 3.0801, 3.3706], [2.3910, 3.1029, 4.2191], [0.7957, 1.8999, 2.7729], [1.8776, 1.3086, 2.8561], [-1.3058, 3.3145, 2.3465], [-0.0457, 1.4966, 2.1652], [1.6137, 4.7161, 4.0922], [-0.6859, 4.8064, 3.1421], [-0.3519, -1.6087, 0.5557], [1.1589, -1.5249, 1.0650], [0.9820, -1.7077, 2.8330], [1.9865, -2.3136, 3.6014], [1.7381, -2.5782, 4.9493], [0.5043, -2.2375, 5.5171], [-0.4582, -1.5609, 4.7614], [-0.2093, -1.2765, 3.4164], [1.8994, -3.0953, 0.6141], [2.9618, -3.1447, -0.3059], [3.4044, -4.3896, -0.7613], [2.7696, -5.5622, -0.3298], [1.6947, -5.4972, 0.5684], [1.2657, -4.2572, 1.0498], [-0.6396, -2.5964, 0.5447], [2.9371, -2.5656, 3.1311], [2.5144, -3.0494, 5.5519], [0.2813, -2.4924, 6.5549], [-1.4057, -1.2407, 5.2019], [-0.9572, -0.7548, 2.8157], [3.4058, -2.2064, -0.6403], [4.2449, -4.4403, -1.4570], [3.1077, -6.5344, -0.6966], [1.1787, -6.3962, 0.9107], [0.4513, -4.1894, 1.7743]], "forces_ev_per_angstrom": [[1.07, 0.81, -0.06], [-2.45, -2.67, -1.09], [1.07, 1.24, 0.99], [0.03, 0.10, 0.00], [-0.22, 0.55, -0.09], [0.00, 0.04, 0.07], [0.20, 0.03, 0.17], [-0.03, 0.05, 0.03], [0.23, -0.37, 0.05], [0.27, -0.17, 0.19], [-0.03, -0.31, -0.01], [-0.13, -0.01, -0.49], [-0.35, 0.01, -0.04], [0.69, 0.43, 0.31], [0.52, -0.17, -0.40], [0.62, -0.40, 0.04], [-0.67, 0.18, -0.29], [0.07, -0.03, 0.45], [0.06, 0.68, 0.23], [-1.13, 0.26, -0.17], [0.38, -0.09, 0.26], [0.29, -0.37, -0.34], [-0.12, -0.42, 0.46], [-0.07, 0.73, -0.21], [-0.09, -0.11, -0.31], [0.39, -0.24, 0.99], [0.08, -0.15, -0.75], [-0.13, 0.21, -0.39], [0.27, 0.13, -0.09], [0.21, -0.20, 0.18], [0.10, 0.04, 0.10], [0.16, -0.08, -0.27], [-0.60, 0.06, 0.74], [-0.26, -0.08, -0.15], [-0.22, 0.99, 0.37], [0.04, -1.30, -1.13], [-0.15, 0.04, -0.24], [0.15, 0.45, -0.03], [-0.04, 0.02, 0.33], [-0.48, 0.00, 0.47], [0.08, -0.05, -0.11], [0.20, 0.06, -0.26], [-0.21, 0.02, -0.12], [0.14, -0.34, -0.01], [0.07, 0.44, 0.35], [-0.13, 0.10, 0.07], [0.43, -0.97, -0.36], [-0.90, 0.84, 0.08], [0.11, 0.15, 0.31], [0.44, 0.26, 0.32], [0.02, -0.13, -0.03], [0.00, -0.36, -0.05], [-1.33, 0.03, -0.26], [1.76, -1.66, -1.00], [-0.11, -0.30, 0.82], [-0.46, 0.35, 0.03], [-0.12, 0.19, -0.17], [-0.09, 0.10, -0.06], [0.31, 0.04, -0.09], [0.00, -0.23, 0.19], [0.03, 3.15, 0.64], [0.79, -0.95, -0.72], [0.13, 2.05, 0.02], [-0.22, -1.55, 0.11], [-0.29, 1.04, 0.38], [-0.78, -2.29, 0.38], [0.14, 0.42, -0.06], [-0.29, -0.10, 0.08], [-0.24, 0.04, -0.11], [0.17, 0.09, -0.24], [0.31, -0.17, -0.07], [0.23, -0.25, 0.13], [0.06, -0.28, -0.03], [-0.24, 0.04, 0.16], [-0.10, 0.29, 0.09], [0.21, 0.15, -0.12], [0.16, -0.16, -0.17]], "charge": -1, "largest_force_ev_per_a": 3.8, "e_homo_ha": [-0.0230, -0.1485], "gap_ha": [0.0990, 0.2205], "e_tot_ev": -125598.128}